1.
Entry from the Open Molecules 2025 dataset: C14H24AlF6O9S2 as an isolated structure at a distorted geometry (wB97M-V/def2-TZVPD).

Atoms and positions in Å:
Al (-0.469, 1.577, -0.743)
C (-8.111, 0.970, -2.195)
F (-9.082, 0.459, -1.392)
F (-7.593, -0.089, -2.847)
F (-8.656, 1.840, -3.030)
S (-6.728, 1.845, -1.132)
O (-5.730, 2.454, -2.039)
O (-7.423, 2.802, -0.273)
O (-5.934, 0.828, -0.395)
C (-4.646, -4.933, -1.423)
F (-5.548, -5.092, -2.345)
F (-5.137, -4.117, -0.432)
F (-4.406, -6.133, -0.934)
S (-3.018, -4.102, -2.211)
O (-3.335, -2.766, -2.713)
O (-2.012, -3.872, -1.135)
O (-2.542, -4.947, -3.325)
C (5.642, -2.690, 2.002)
C (5.827, -1.657, 3.032)
C (5.159, -0.469, 2.332)
O (4.073, -0.992, 1.617)
C (4.262, -2.387, 1.491)
H (5.619, -3.667, 2.484)
H (6.407, -2.577, 1.234)
H (6.852, -1.390, 3.291)
H (5.268, -1.927, 3.928)
H (5.909, 0.009, 1.701)
H (4.748, 0.233, 3.058)
H (4.116, -2.842, 0.511)
H (3.488, -2.836, 2.114)
C (-3.189, 4.975, 5.903)
C (-2.113, 6.103, 5.624)
C (-1.268, 5.439, 4.557)
O (-2.183, 4.604, 3.847)
C (-3.444, 4.505, 4.513)
H (-4.056, 5.367, 6.434)
H (-2.631, 4.284, 6.536)
H (-1.559, 6.295, 6.543)
H (-2.646, 6.979, 5.255)
H (-0.515, 4.829, 5.057)
H (-0.658, 6.096, 3.937)
H (-3.709, 3.448, 4.525)
H (-4.150, 5.164, 4.009)
C (5.243, -1.755, -5.111)
C (4.145, -2.217, -6.019)
C (2.985, -2.174, -5.045)
O (3.224, -0.950, -4.253)
C (4.578, -0.499, -4.429)
H (6.076, -1.476, -5.755)
H (5.551, -2.510, -4.388)
H (4.240, -3.221, -6.431)
H (4.017, -1.607, -6.913)
H (3.075, -3.075, -4.438)
H (2.070, -2.119, -5.634)
H (5.106, -0.369, -3.484)
H (4.809, 0.352, -5.069)

energy above the lowest of the compared OMol25 structures with the same formula, charge and spin: 144.1 kcal/mol
gap between HOMO and LUMO: 1.391 eV
net charge: +1
2S+1: 1

---

2.
Entry from the Open Molecules 2025 dataset: C14H24Br2IrN4S as an isolated structure at a distorted geometry (wB97M-V/def2-TZVPD).

Atoms and positions in Å:
Ir (0.159, 0.175, 0.489)
Br (-0.293, 2.066, -1.356)
C (-0.631, 0.715, -2.715)
Br (-0.366, -1.027, -1.914)
H (0.076, 0.844, -3.526)
H (-1.657, 0.799, -3.054)
N (3.305, -1.426, 2.660)
C (3.663, -0.739, 1.595)
S (2.578, -0.177, 0.399)
N (4.973, -0.482, 1.306)
C (6.139, -0.646, 2.014)
C (7.342, -0.632, 1.244)
C (8.551, -0.773, 1.861)
C (8.605, -0.902, 3.262)
C (7.416, -0.881, 4.032)
C (6.198, -0.763, 3.425)
H (2.334, -1.655, 2.800)
H (3.980, -1.905, 3.238)
H (5.116, -0.101, 0.375)
H (7.291, -0.548, 0.165)
H (9.461, -0.792, 1.277)
H (9.563, -1.004, 3.757)
H (7.478, -0.933, 5.110)
H (5.309, -0.683, 4.036)
C (-4.677, 0.911, 4.299)
C (-3.613, -0.168, 4.511)
N (-3.047, -0.638, 3.239)
C (-3.775, -1.723, 2.564)
C (-3.108, -3.084, 2.775)
C (-1.956, -0.112, 2.731)
C (-1.223, 0.969, 3.466)
N (-1.454, -0.506, 1.554)
H (-5.087, 1.196, 5.266)
H (-5.494, 0.542, 3.679)
H (-4.255, 1.799, 3.828)
H (-4.067, -1.027, 5.002)
H (-2.824, 0.204, 5.161)
H (-3.889, -1.494, 1.502)
H (-4.777, -1.749, 2.985)
H (-2.087, -3.101, 2.391)
H (-3.683, -3.852, 2.259)
H (-3.081, -3.338, 3.834)
H (-0.809, 0.593, 4.402)
H (-1.874, 1.812, 3.696)
H (-0.404, 1.328, 2.841)
H (-2.000, -1.207, 1.071)

energy above the lowest of the compared OMol25 structures with the same formula, charge and spin: 7.9 kcal/mol
gap between HOMO and LUMO (alpha / beta): 8.161 / 5.196 eV
net charge: +3
2S+1: 5

---

3.
Entry from the Open Molecules 2025 dataset: an isolated ion of composition C14H24ClN4 and charge +1 at a distorted geometry (wB97M-V/def2-TZVPD).

Atoms and positions in Å:
C (-1.647, -2.898, 2.523)
C (-1.820, -1.546, 3.460)
C (-0.472, -0.640, 3.235)
Cl (0.443, -0.240, 4.810)
C (-0.705, 0.773, 2.439)
C (-0.866, 2.179, 3.290)
N (-1.313, 3.132, 2.162)
C (-1.560, 2.313, 0.879)
N (-1.462, 2.679, -0.440)
C (-1.708, 1.699, -1.566)
C (-0.719, 0.388, -1.570)
C (-0.329, -0.146, -3.100)
C (1.204, 0.324, -3.445)
N (2.280, -0.619, -2.956)
C (2.262, -2.076, -2.546)
C (3.802, -2.566, -2.149)
C (4.672, -1.173, -2.364)
C (3.647, 0.021, -2.857)
N (-1.890, 0.943, 1.510)
H (-2.285, -3.802, 2.972)
H (-1.972, -2.595, 1.440)
H (-0.540, -3.293, 2.456)
H (-2.801, -0.941, 3.253)
H (-1.787, -1.935, 4.586)
H (0.289, -1.275, 2.571)
H (0.274, 0.949, 1.800)
H (-1.919, 1.998, 3.823)
H (0.018, 2.522, 3.983)
H (-0.720, 3.988, 2.035)
H (-1.194, 3.682, -0.669)
H (-1.491, 2.291, -2.577)
H (-2.861, 1.418, -1.617)
H (-1.353, -0.503, -1.092)
H (0.237, 0.490, -0.893)
H (-1.128, 0.190, -3.904)
H (-0.375, -1.336, -3.086)
H (1.308, 0.357, -4.631)
H (1.394, 1.409, -2.991)
H (1.294, -2.769, -2.538)
H (4.173, -3.638, -1.788)
H (5.825, -1.063, -2.195)
H (3.901, 1.138, -3.096)
H (-2.107, 0.173, 0.841)

gap between HOMO and LUMO: 6.315 eV
net charge: +1
2S+1: 1
structure (SMILES): CC[C@H](Cl)[C@@H]1CNC(NCCCCn2cccc2)=[NH+]1

---

Question: What is the formula in the third record?
Answer: C14H24ClN4